{
  "formula": "C30H84N6O12",
  "method": "ωB97M-V/def2-TZVPD",
  "smiles": "COC[C@H](C)N.COC[C@H](C)N.COC[C@H](C)N.COC[C@H](C)N.COC[C@H](C)N.COC[C@H](C)N.OCCO.OCCO.OCCO",
  "e_tot_ev": -65977.6110,
  "gap_ha": 0.351,
  "relative_energy_kj_mol": 785.8,
  "homo_energy_ev": -9.11,
  "species": ["C", "C", "C", "O", "C", "N", "H", "H", "H", "H", "H", "H", "H", "H", "H", "H", "H", "C", "C", "C", "O", "C", "N", "H", "H", "H", "H", "H", "H", "H", "H", "H", "H", "H", "C", "C", "C", "O", "C", "N", "H", "H", "H", "H", "H", "H", "H", "H", "H", "H", "H", "C", "C", "C", "O", "C", "N", "H", "H", "H", "H", "H", "H", "H", "H", "H", "H", "H", "C", "C", "C", "O", "C", "N", "H", "H", "H", "H", "H", "H", "H", "H", "H", "H", "H", "C", "C", "C", "O", "C", "N", "H", "H", "H", "H", "H", "H", "H", "H", "H", "H", "H", "C", "C", "O", "O", "H", "H", "H", "H", "H", "H", "C", "C", "O", "O", "H", "H", "H", "H", "H", "H", "C", "C", "O", "O", "H", "H", "H", "H", "H", "H"],
  "xyz": [[0.004858, -1.328947, -2.282542], [1.434349, -1.133150, -1.837741], [1.654838, 0.229719, -1.183654], [1.215053, 1.271734, -2.031347], [1.566397, 2.543967, -1.530957], [1.844697, -2.177389, -0.870546], [-0.279044, -0.626326, -3.070920], [-0.676778, -1.095079, -1.457715], [-0.168946, -2.332475, -2.674293], [2.094786, -1.128935, -2.727279], [2.748301, 0.311891, -1.008544], [1.210756, 0.247052, -0.167896], [0.959062, 3.273557, -2.067577], [2.610098, 2.819637, -1.739067], [1.321336, 2.631127, -0.468833], [1.662068, -3.113095, -1.265353], [2.850949, -2.133598, -0.686874], [-6.110278, 1.989495, 2.986152], [-4.926093, 1.105172, 2.652436], [-3.885567, 1.939333, 2.098069], [-4.240149, 2.639297, 0.928145], [-4.909635, 1.898672, -0.039925], [-4.467838, 0.429227, 3.925153], [-6.266307, 2.749571, 2.202611], [-5.893162, 2.599137, 3.865960], [-7.072627, 1.490957, 3.105807], [-5.225060, 0.322798, 1.943070], [-2.925393, 1.404489, 1.947053], [-3.557779, 2.673678, 2.847412], [-4.247514, 1.111633, -0.409641], [-5.184923, 2.586171, -0.832040], [-5.820349, 1.454997, 0.359344], [-5.194623, -0.250681, 4.145540], [-3.626958, -0.155512, 3.760532], [-6.359771, -3.410366, -1.823526], [-5.716902, -2.332967, -0.932321], [-5.543165, -1.008705, -1.629471], [-4.930047, -1.105839, -2.873499], [-3.593146, -1.328402, -2.760349], [-6.513227, -2.153453, 0.295743], [-7.358454, -3.049176, -2.117970], [-6.481257, -4.378983, -1.336179], [-5.821213, -3.598070, -2.752904], [-4.713416, -2.730848, -0.654152], [-4.983600, -0.289476, -0.997220], [-6.517343, -0.517409, -1.740071], [-3.140578, -1.229570, -3.741246], [-3.364911, -2.339818, -2.384752], [-3.114741, -0.653520, -2.037780], [-6.660064, -3.047111, 0.752761], [-6.009255, -1.578763, 0.968541], [2.775176, -7.056380, -2.640706], [1.412356, -6.627018, -3.164234], [1.152073, -5.188171, -2.806359], [0.992164, -4.919455, -1.442885], [-0.107163, -5.517433, -0.782008], [1.338079, -6.759104, -4.597101], [2.821902, -6.907520, -1.567128], [3.568211, -6.536276, -3.186803], [2.960832, -8.105995, -2.899716], [0.673392, -7.257272, -2.638366], [0.319780, -4.750929, -3.405205], [1.992694, -4.587295, -3.188457], [0.162121, -6.476567, -0.347973], [-0.968034, -5.533507, -1.463836], [-0.379313, -4.819402, 0.012389], [1.219374, -7.755418, -4.797877], [0.439571, -6.370603, -4.898016], [0.226894, -1.469604, 4.710091], [-1.256838, -1.505600, 5.131628], [-2.067791, -2.296255, 4.133703], [-2.145834, -1.534928, 2.930377], [-2.738531, -2.205175, 1.876305], [-1.355870, -2.150953, 6.439377], [0.749714, -0.931953, 5.515127], [0.393374, -0.904752, 3.793985], [0.736914, -2.426950, 4.609816], [-1.637563, -0.484808, 5.183511], [-3.093390, -2.429731, 4.515452], [-1.534829, -3.240775, 3.936322], [-3.468998, -2.945529, 2.238059], [-1.963143, -2.765494, 1.334826], [-3.218808, -1.482121, 1.228738], [-0.721885, -1.687618, 7.071557], [-1.141955, -3.136199, 6.392980], [7.761624, 5.671613, -1.033419], [7.793375, 4.649841, -2.168091], [6.465334, 4.427040, -2.815070], [5.418932, 4.355604, -1.875454], [4.169616, 4.361070, -2.542974], [8.873516, 4.935980, -3.136297], [8.707019, 5.747405, -0.502463], [6.968265, 5.422655, -0.327654], [7.543303, 6.683603, -1.413285], [8.104775, 3.701492, -1.692971], [6.487710, 3.507745, -3.417664], [6.313822, 5.307294, -3.464255], [3.408678, 4.518883, -1.775672], [4.000786, 3.375609, -2.998529], [4.067752, 5.164511, -3.275316], [8.812299, 5.883915, -3.500883], [8.886465, 4.289048, -3.917048], [4.983510, 2.362627, 0.720876], [6.445217, 2.526275, 0.552861], [7.191804, 1.426729, 1.097058], [4.512578, 1.220401, -0.058083], [4.452055, 3.197592, 0.260000], [4.709746, 2.147659, 1.750597], [6.737822, 3.475872, 1.034247], [6.699663, 2.622792, -0.498652], [6.806338, 1.178252, 1.944653], [4.651386, 1.412049, -0.992210], [-5.560316, 5.974347, 0.279189], [-4.049362, 5.970297, 0.319955], [-3.548432, 5.265222, 1.444439], [-6.091644, 6.914133, 1.230179], [-5.984739, 4.997362, 0.537970], [-5.906390, 6.281516, -0.710564], [-3.690031, 6.997966, 0.336843], [-3.678692, 5.545851, -0.633946], [-3.696164, 4.295408, 1.318199], [-5.876604, 6.611136, 2.116861], [2.689032, -1.034182, 2.276110], [4.083087, -1.509607, 1.942599], [4.320806, -1.672717, 0.521361], [1.661722, -1.915383, 1.957555], [2.526288, 0.000961, 1.921366], [2.642094, -0.918558, 3.372592], [4.224694, -2.497869, 2.398011], [4.826019, -0.843183, 2.403878], [4.695963, -0.838756, 0.192504], [1.627171, -1.926360, 0.942877]],
  "forces_ev_per_a": [[-0.463, 0.378, -0.091], [0.528, 0.118, -0.083], [1.018, -0.518, 0.234], [-0.022, -0.128, 0.301], [-0.311, 0.153, -0.363], [-0.098, -0.068, -0.703], [0.283, -0.011, -0.011], [0.022, -0.401, 0.090], [-0.036, -0.083, 0.207], [-0.254, -0.158, 0.109], [-0.562, 0.087, -0.037], [-0.298, 0.200, -0.410], [-0.091, 0.012, -0.029], [-0.396, -0.630, 0.453], [0.211, 0.004, 0.091], [-0.087, 0.626, 0.479], [-0.275, 0.111, -0.035], [-0.620, 0.979, -0.349], [-1.502, -1.852, 1.897], [3.153, 0.755, -0.006], [0.095, 0.778, 0.505], [0.084, -0.126, -0.208], [0.229, -0.161, -0.911], [0.023, -0.391, 0.018], [0.046, -0.346, 0.195], [0.177, -0.253, 0.185], [0.005, 0.132, -0.118], [-0.445, -0.362, -0.351], [-0.484, 0.215, -0.122], [-0.026, 0.186, -0.119], [0.079, -0.013, -0.237], [-0.134, -0.109, -0.148], [0.068, 0.228, 0.225], [-0.529, 0.601, -0.207], [-0.689, 0.686, -0.245], [0.670, -1.607, 0.649], [-0.712, 0.915, 0.688], [-1.416, 0.442, -0.501], [1.818, -0.821, 0.286], [0.028, 0.222, -0.159], [0.170, -0.213, 0.098], [0.071, 0.152, 0.290], [0.231, 0.234, 0.128], [-0.245, 0.285, -0.198], [-0.098, -0.821, -0.198], [-0.072, -0.336, -0.304], [0.146, 0.135, -0.068], [-0.006, 0.003, -0.165], [0.047, 0.251, -0.193], [-0.014, 0.022, -0.116], [-0.050, -0.043, -0.158], [0.116, -0.433, -0.855], [0.084, -0.313, 1.103], [-0.164, 0.975, -0.991], [0.517, -0.032, 0.134], [-0.195, 1.015, -0.285], [-0.824, -0.602, -0.693], [0.260, 0.010, 0.081], [-0.089, 0.356, 0.345], [-0.201, -0.024, 0.364], [-0.101, 0.145, -0.134], [-0.212, -0.533, 0.405], [0.112, -0.148, 0.488], [-0.213, -0.244, -0.154], [0.052, -0.516, 0.114], [0.101, -0.170, 0.156], [0.386, 0.271, -0.175], [0.333, 0.063, -0.052], [0.038, 1.268, 0.298], [1.403, -0.974, -0.140], [-0.127, 0.508, -0.346], [0.268, 0.683, 1.026], [0.161, -1.092, -0.185], [-0.970, 0.467, 0.043], [0.056, -0.030, -0.173], [-0.120, -0.120, -0.082], [-0.442, -0.282, -0.053], [-0.095, -0.011, 0.116], [0.242, -0.421, -0.027], [-0.425, -0.065, 0.078], [-0.144, 0.213, -0.152], [-0.192, 0.067, -0.259], [-0.106, 0.109, -0.266], [0.095, -0.213, 0.213], [0.247, -0.039, -0.014], [-0.318, 0.600, -0.456], [1.702, -0.867, 0.970], [-0.208, 0.669, -0.553], [-0.216, 0.219, -0.247], [-0.114, -0.244, 0.704], [-0.404, 0.320, 0.338], [0.123, -0.256, -0.086], [0.109, 0.009, -0.048], [-0.039, -0.231, -0.010], [-0.118, 0.198, -0.133], [-0.007, 0.151, -0.169], [-0.250, -0.276, -0.173], [0.130, 0.063, -0.129], [-0.047, 0.291, -0.294], [0.248, -0.034, -0.129], [-0.100, -0.194, 0.017], [-0.092, 0.035, 0.104], [-0.898, -0.979, -1.771], [0.970, 0.172, 0.896], [-0.220, 0.377, -0.374], [0.248, -0.091, 0.636], [0.106, 0.472, 0.783], [-0.214, 0.211, 0.055], [0.063, -0.195, -0.051], [0.043, -0.208, -0.027], [0.043, 0.079, -0.047], [0.107, 0.152, 0.069], [-0.284, 0.558, 0.852], [0.034, -0.897, -0.609], [0.083, -0.260, 0.053], [-0.128, 0.046, -0.460], [0.270, -0.181, -0.377], [-0.102, 0.050, 0.143], [0.020, 0.034, 0.316], [0.001, -0.095, 0.304], [-0.069, 1.075, -0.259], [0.162, -0.124, -0.036], [0.129, 0.822, 1.304], [0.184, -0.528, -0.464], [0.319, 0.393, 0.757], [-0.026, 0.017, -1.903], [-0.026, -0.277, -0.410], [0.245, -0.071, -0.108], [-0.020, 0.106, -0.186], [-0.083, 0.029, -0.231], [-0.208, -0.059, 0.191], [-0.262, -0.430, 1.033]]
}